No. 1
60
Properties=species:S:1:pos:R:3:forces:R:3 method="wB97M-V/def2-TZVPD" homo_lumo_gap_ev=8.94 lumo_energy_ev=0.390 e_above_lowest_kcal_mol=54.33 smiles="CCOC(=O)C1(CCOC)CCN(Cc2cnc(-c3cccc(C)c3)nc2)CC1" total_charge=0 homo_energy_ha=-0.314
C -0.620 -1.603 0.451 0.4 0.0 0.0
C 0.795 -2.142 0.611 -0.4 -0.4 -0.2
O 1.757 -1.088 0.641 0.1 0.2 0.3
C 2.173 -0.625 -0.540 0.0 0.2 -0.2
O 1.775 -1.034 -1.598 -0.1 -0.1 -0.1
C 3.200 0.500 -0.404 0.2 0.1 -0.1
C 4.591 -0.120 -0.643 -0.2 -0.4 0.2
C 4.904 -1.318 0.246 0.3 0.1 0.0
O 4.145 -2.421 -0.194 0.0 0.1 -0.2
C 4.289 -3.552 0.621 0.0 0.0 0.1
C 3.123 1.222 0.944 -0.3 -0.1 0.0
C 1.784 1.934 1.113 0.2 0.0 0.1
N 1.558 2.879 0.034 0.1 0.1 0.0
C 0.366 3.694 0.241 0.0 0.0 0.0
C -0.894 2.876 0.279 -0.3 -0.1 0.0
C -1.608 2.537 -0.869 0.3 0.2 0.4
N -2.610 1.681 -0.863 -0.3 -0.3 -0.2
C -2.936 1.118 0.299 0.5 0.5 0.0
C -3.995 0.109 0.299 -0.5 -0.5 0.1
C -4.359 -0.528 1.483 0.1 0.1 -0.1
C -5.354 -1.487 1.466 -0.1 -0.1 0.0
C -5.987 -1.815 0.280 0.0 0.0 0.0
C -5.634 -1.189 -0.913 0.0 0.0 0.1
C -6.337 -1.543 -2.188 0.0 0.0 0.0
C -4.637 -0.229 -0.891 0.0 0.0 0.2
N -2.358 1.415 1.463 -0.3 -0.3 0.2
C -1.363 2.278 1.448 0.2 0.3 -0.3
C 1.573 2.217 -1.258 0.2 0.0 -0.2
C 2.917 1.539 -1.497 -0.3 -0.2 0.0
H -0.858 -0.905 1.252 -0.1 0.0 0.1
H -1.333 -2.421 0.480 -0.1 -0.1 0.0
H -0.719 -1.091 -0.503 0.0 0.0 -0.1
H 1.042 -2.815 -0.216 0.0 0.0 0.2
H 0.910 -2.662 1.565 0.0 0.0 -0.1
H 5.351 0.648 -0.487 0.0 0.1 0.0
H 4.643 -0.460 -1.679 0.1 0.0 -0.1
H 5.978 -1.558 0.179 -0.1 0.0 0.1
H 4.675 -1.100 1.300 0.0 0.0 0.0
H 5.335 -3.885 0.657 0.0 0.0 0.0
H 3.950 -3.351 1.646 0.0 0.0 0.0
H 3.675 -4.335 0.181 0.0 -0.1 0.1
H 3.248 0.523 1.770 0.1 0.0 0.0
H 3.925 1.961 0.983 0.1 0.0 0.0
H 1.793 2.495 2.052 -0.1 -0.1 0.0
H 0.985 1.178 1.174 0.1 0.1 0.1
H 0.319 4.422 -0.574 0.0 0.0 0.1
H 0.495 4.231 1.185 0.0 0.0 -0.1
H -1.369 2.976 -1.831 0.1 0.1 0.0
H -3.856 -0.259 2.399 0.0 0.0 0.1
H -5.640 -1.984 2.382 0.0 0.0 0.1
H -6.764 -2.566 0.274 -0.1 -0.1 0.0
H -6.405 -2.624 -2.302 0.0 -0.1 -0.1
H -5.815 -1.130 -3.046 0.0 0.0 -0.1
H -7.352 -1.145 -2.179 -0.1 0.0 -0.1
H -4.337 0.275 -1.797 0.0 0.0 -0.1
H -0.922 2.505 2.412 0.1 0.1 0.0
H 1.407 2.975 -2.028 -0.1 -0.1 0.0
H 0.775 1.459 -1.347 0.0 0.1 -0.1
H 2.897 1.049 -2.471 0.1 0.0 0.0
H 3.708 2.290 -1.491 0.1 0.0 0.0

---

No. 2
64
Properties=species:S:1:pos:R:3:forces:R:3 method="wB97M-V/def2-TZVPD" homo_lumo_gap_ev=8.43 lumo_energy_ev=0.433 e_above_lowest_kcal_mol=55.20 smiles="COc1ccc(OC)c(CN(CCN2CCOCC2)S(=O)(=O)c2ccc(NC(C)=O)cc2)c1" total_charge=0 homo_energy_ha=-0.294
C 1.926 -6.184 0.663 0.2 -0.2 0.0
O 0.909 -5.220 0.814 -0.2 0.2 0.0
C 1.260 -3.996 1.289 0.0 0.3 0.1
C 2.466 -3.691 1.904 -0.2 -0.3 -0.1
C 2.719 -2.403 2.351 0.0 0.4 0.1
C 1.794 -1.386 2.162 -0.1 -0.1 0.0
O 1.993 -0.077 2.531 -0.3 -0.2 -0.2
C 3.184 0.252 3.201 0.2 0.1 0.1
C 0.576 -1.684 1.533 0.2 0.1 0.1
C -0.407 -0.602 1.168 -0.1 -0.1 0.5
N -0.295 -0.312 -0.254 -1.0 0.0 -0.6
C 0.828 0.515 -0.653 0.5 0.2 -0.7
C 1.426 0.137 -2.026 0.0 0.2 0.1
N 2.072 -1.149 -2.155 0.0 -0.1 0.1
C 3.170 -1.378 -1.236 0.1 -0.3 -0.2
C 3.897 -2.656 -1.656 0.2 0.4 0.2
O 3.030 -3.765 -1.650 0.0 -0.1 0.1
C 1.946 -3.542 -2.529 -0.4 0.1 -0.1
C 1.164 -2.285 -2.149 0.2 -0.4 -0.1
S -1.744 -0.020 -1.020 0.0 0.1 0.2
O -2.697 -0.955 -0.499 0.0 0.1 0.3
O -1.519 0.002 -2.435 0.2 0.3 0.1
C -2.208 1.629 -0.494 0.2 -0.7 -0.3
C -1.819 2.725 -1.241 -0.1 0.0 0.0
C -2.112 4.004 -0.803 0.0 0.1 -0.1
C -2.806 4.181 0.394 0.1 -0.3 -0.2
N -3.141 5.438 0.893 -0.2 -0.2 0.3
C -2.834 6.678 0.393 -0.2 0.2 0.4
C -3.413 7.790 1.240 0.1 0.1 -0.2
O -2.177 6.869 -0.601 0.1 0.0 -0.2
C -3.202 3.063 1.134 0.1 0.0 -0.1
C -2.898 1.791 0.692 -0.1 0.0 0.1
C 0.317 -2.980 1.131 0.2 -0.1 0.2
H 1.459 -7.027 0.157 0.1 0.0 0.0
H 2.742 -5.793 0.049 0.0 0.0 0.0
H 2.314 -6.519 1.631 0.0 0.0 0.0
H 3.228 -4.442 2.041 0.1 -0.1 0.0
H 3.665 -2.205 2.828 0.1 0.1 0.0
H 3.115 1.317 3.416 0.1 -0.1 0.0
H 3.284 -0.301 4.141 0.0 0.0 0.0
H 4.064 0.067 2.575 0.0 0.0 0.0
H -1.423 -0.966 1.318 0.1 0.0 0.2
H -0.237 0.298 1.771 -0.1 -0.1 -0.1
H 1.594 0.424 0.117 -0.1 0.0 0.0
H 0.523 1.572 -0.697 0.2 0.0 0.1
H 2.175 0.900 -2.267 -0.1 0.1 0.0
H 0.631 0.175 -2.772 0.2 0.1 0.0
H 3.858 -0.531 -1.288 0.0 0.0 0.1
H 2.829 -1.507 -0.197 0.1 0.0 0.0
H 4.702 -2.892 -0.956 0.0 0.1 -0.1
H 4.316 -2.519 -2.665 0.0 0.0 0.1
H 1.310 -4.426 -2.455 0.0 0.0 -0.1
H 2.326 -3.444 -3.557 -0.1 0.0 0.0
H 0.372 -2.102 -2.877 -0.1 -0.1 0.0
H 0.708 -2.437 -1.163 0.0 0.0 -0.2
H -1.308 2.563 -2.177 0.1 0.1 -0.1
H -1.814 4.864 -1.377 0.0 0.0 0.0
H -3.686 5.419 1.744 0.1 0.1 -0.2
H -3.026 7.734 2.255 0.0 0.0 0.1
H -3.138 8.747 0.807 0.0 0.0 0.0
H -4.498 7.712 1.272 -0.1 0.0 0.0
H -3.751 3.198 2.055 -0.1 0.0 0.1
H -3.209 0.918 1.243 -0.1 -0.1 0.1
H -0.625 -3.211 0.658 -0.1 0.0 -0.1

---

No. 3
62
Properties=species:S:1:pos:R:3:forces:R:3 method="wB97M-V/def2-TZVPD" homo_lumo_gap_ev=9.33 lumo_energy_ev=0.636 e_above_lowest_kcal_mol=0.00 smiles="CCCCCNC(=O)Cn1c(=O)c2c(ncn2CC(C)C)n(Cc2ccccc2)c1=O" total_charge=0 homo_energy_ha=-0.319
C -0.713 -1.296 -2.648 0.0 0.2 -0.2
C -0.684 0.186 -2.999 -0.1 -0.1 0.3
C -1.442 1.029 -1.977 0.2 0.2 -0.4
C -1.347 2.519 -2.295 -0.2 -0.1 0.3
C -1.953 3.399 -1.196 0.3 0.1 -0.4
N -1.322 3.153 0.085 -0.5 -0.1 0.0
C -0.029 3.451 0.307 -0.1 -0.2 0.7
O 0.657 4.119 -0.434 0.3 0.2 -0.3
C 0.512 2.841 1.614 0.1 0.4 -0.1
N 0.570 1.384 1.516 0.0 0.2 0.1
C 1.803 0.835 1.126 0.2 -0.4 0.0
O 2.786 1.523 0.947 0.1 0.1 -0.1
C 1.715 -0.589 1.007 -0.8 -0.3 0.2
C 0.567 -1.299 1.324 1.4 0.3 -0.4
N 0.768 -2.625 1.167 -0.6 -0.1 0.2
C 2.017 -2.723 0.761 0.1 0.2 0.0
N 2.644 -1.539 0.653 -0.4 -0.1 0.3
C 3.988 -1.285 0.206 0.7 -0.1 -0.5
C 4.123 -1.387 -1.322 0.0 0.2 0.1
C 5.575 -1.127 -1.710 -0.2 -0.2 0.1
C 3.192 -0.391 -2.007 0.1 -0.2 0.1
N -0.562 -0.674 1.757 -0.1 0.1 0.2
C -1.745 -1.448 2.116 -0.3 0.0 0.0
C -2.608 -1.719 0.912 0.0 0.0 0.1
C -2.458 -2.898 0.195 -0.1 0.0 0.0
C -3.254 -3.145 -0.911 0.0 -0.1 0.0
C -4.196 -2.212 -1.312 0.0 0.0 -0.1
C -4.336 -1.028 -0.610 -0.1 0.0 0.0
C -3.546 -0.781 0.500 0.0 0.0 0.0
C -0.588 0.693 1.835 0.0 -0.2 0.0
O -1.599 1.284 2.181 -0.3 0.1 0.2
H -1.734 -1.669 -2.650 -0.1 -0.1 0.0
H -0.300 -1.467 -1.654 0.1 -0.1 0.1
H -0.132 -1.872 -3.366 0.1 -0.2 0.0
H 0.351 0.533 -3.046 0.0 0.1 -0.1
H -1.125 0.333 -3.988 0.1 0.1 -0.1
H -2.489 0.716 -1.947 0.0 -0.1 0.1
H -1.017 0.840 -0.987 0.0 -0.1 0.1
H -1.855 2.732 -3.237 0.0 0.0 -0.1
H -0.298 2.798 -2.406 0.0 0.0 -0.1
H -3.021 3.205 -1.086 0.0 0.0 0.0
H -1.802 4.450 -1.461 -0.1 -0.1 0.0
H -1.807 2.582 0.764 0.2 0.1 0.0
H 1.532 3.199 1.765 -0.2 0.0 -0.1
H -0.130 3.112 2.454 0.1 -0.1 -0.1
H 2.493 -3.659 0.546 0.2 -0.2 -0.1
H 4.658 -2.003 0.687 -0.1 0.1 0.0
H 4.251 -0.273 0.524 0.0 -0.2 0.0
H 3.846 -2.403 -1.630 0.0 0.0 0.1
H 5.864 -0.119 -1.422 0.1 0.1 0.0
H 6.241 -1.833 -1.220 0.1 -0.1 0.0
H 5.701 -1.226 -2.785 0.1 0.0 -0.1
H 2.150 -0.639 -1.815 -0.2 0.0 0.0
H 3.381 0.616 -1.643 0.0 0.2 0.0
H 3.349 -0.407 -3.083 0.0 0.0 -0.1
H -2.296 -0.864 2.857 0.1 -0.2 -0.1
H -1.389 -2.384 2.549 -0.1 0.1 0.0
H -1.714 -3.616 0.505 0.1 -0.1 0.0
H -3.138 -4.067 -1.461 0.0 -0.1 0.0
H -4.817 -2.408 -2.174 0.0 0.0 -0.1
H -5.068 -0.297 -0.923 -0.1 0.1 0.0
H -3.654 0.140 1.054 0.0 0.1 0.1

---

No. 4
57
Properties=species:S:1:pos:R:3:forces:R:3 method="wB97M-V/def2-TZVPD" homo_lumo_gap_ev=4.79 lumo_energy_ev=-5.326 e_above_lowest_kcal_mol=14.79 total_charge=+1 homo_energy_ha=-0.372
C 1.797 3.884 -1.708 0.1 0.1 0.1
Si 2.358 2.194 -2.300 -0.6 -0.2 -0.2
C 2.000 2.007 -4.136 0.0 0.0 0.1
C 4.159 1.867 -1.968 0.3 0.1 0.1
O 1.414 1.122 -1.399 -0.5 -0.3 -0.3
C 0.662 0.036 -1.784 2.4 -2.2 1.0
C 1.202 -1.232 -1.796 -0.5 1.6 -0.2
C -0.724 0.208 -2.035 -1.9 2.3 0.0
C -1.332 1.438 -1.913 1.6 -1.9 -0.2
O -2.580 1.631 -2.325 -0.7 0.7 0.1
C -2.938 3.015 -2.495 0.3 -0.2 0.0
H 2.362 4.666 -2.237 -0.2 -0.1 0.2
H 0.728 4.055 -1.904 0.3 -0.1 0.0
H 1.956 4.021 -0.627 0.0 -0.1 -0.3
H 2.536 2.815 -4.659 -0.2 -0.2 0.0
H 2.360 1.047 -4.536 -0.1 0.3 0.1
H 0.930 2.095 -4.379 0.3 0.0 0.1
H 4.745 2.616 -2.519 0.0 -0.1 0.1
H 4.433 1.953 -0.909 -0.1 0.0 -0.2
H 4.494 0.880 -2.310 -0.2 0.2 0.0
H 0.526 -2.052 -2.052 0.5 0.2 0.1
H 2.270 -1.414 -1.640 -0.5 0.1 0.0
H -1.288 -0.670 -2.360 0.1 0.4 -0.1
H -0.806 2.294 -1.467 -0.1 -0.3 -0.4
H -4.013 3.020 -2.608 -0.1 0.2 0.0
H -2.623 3.616 -1.628 -0.2 -0.2 -0.1
H -2.455 3.424 -3.393 -0.1 -0.2 0.1
C -2.396 -6.693 1.714 0.1 -0.2 0.1
C -2.193 -5.208 1.623 0.0 0.0 -0.4
C -2.839 -4.477 0.613 -0.2 0.2 -0.1
C -2.607 -3.126 0.456 0.1 0.3 0.3
C -1.695 -2.420 1.310 -0.2 -0.6 -0.2
C -1.455 -1.051 1.031 -0.3 -0.2 0.9
C -0.571 -0.172 1.712 0.5 0.6 0.1
C -0.863 1.234 1.721 0.2 -0.4 -0.1
C -0.044 2.132 2.383 -0.4 -0.3 -0.2
C 1.085 1.687 3.083 -0.1 0.3 -0.3
C 1.955 2.683 3.786 0.3 0.1 0.3
C 1.394 0.328 3.078 0.0 -0.5 0.0
C 0.607 -0.589 2.397 -0.2 0.0 0.2
C -1.144 -3.161 2.404 -0.2 -0.1 -0.1
C -1.362 -4.528 2.519 0.1 0.5 0.2
H -1.639 -7.147 2.365 -0.2 0.1 -0.2
H -3.387 -6.951 2.120 0.3 0.2 -0.1
H -2.323 -7.152 0.716 0.0 0.2 0.3
H -3.550 -4.991 -0.036 0.2 0.2 0.1
H -3.167 -2.544 -0.279 0.3 -0.3 0.0
H -2.115 -0.603 0.281 0.2 0.0 0.1
H -1.782 1.567 1.242 0.3 0.0 0.0
H -0.281 3.192 2.373 0.0 -0.2 0.0
H 2.657 2.177 4.461 -0.2 0.2 -0.2
H 2.547 3.272 3.066 -0.2 -0.2 0.1
H 1.354 3.396 4.371 0.2 -0.2 -0.2
H 2.270 -0.011 3.635 -0.2 0.0 -0.3
H 0.881 -1.645 2.413 0.1 0.5 -0.2
H -0.609 -2.643 3.196 -0.1 -0.2 -0.2
H -0.903 -5.091 3.333 -0.1 0.2 -0.2

---

No. 5
79
Properties=species:S:1:pos:R:3:forces:R:3 method="wB97M-V/def2-TZVPD" homo_lumo_gap_ev=10.07 lumo_energy_ev=0.136 smiles="BCCCC(F)(F)C(F)(F)F.O=C1OCCO1.O=C1OCCO1.O=C1OCCO1.O=C1OCCO1.O=C1OCCO1.O=C1OCCO1" total_charge=0 homo_energy_ha=-0.365
B 2.797 -0.665 2.919 -1.8 0.1 -1.8
C 1.883 -0.383 1.544 0.8 -0.2 -0.2
C 1.277 1.140 1.575 0.7 0.3 -1.1
C -0.359 1.238 1.588 0.5 1.2 0.3
C -1.110 0.236 2.646 -0.8 2.0 0.9
F -2.380 0.946 3.054 3.3 -2.1 -1.0
F -0.357 0.043 3.937 -2.4 0.3 -4.2
C -1.605 -1.199 1.996 0.1 -2.8 0.0
F -1.339 -1.334 0.541 -1.2 0.6 5.2
F -3.055 -1.469 2.239 4.9 0.8 -0.9
F -0.811 -2.276 2.669 -2.9 3.2 -2.3
H 3.529 0.218 3.219 0.2 0.0 0.1
H 2.660 -1.664 3.563 -0.1 0.5 -0.6
H 2.672 -0.432 0.650 -1.6 0.1 1.7
H 1.103 -1.228 1.327 1.3 1.8 0.3
H 1.809 1.771 2.433 -1.5 -1.4 -1.6
H 1.631 1.657 0.559 -1.1 -1.0 2.3
H -0.773 1.161 0.472 0.8 -0.4 2.7
H -0.625 2.350 1.932 0.4 -2.6 -0.5
O -4.259 -0.395 8.922 0.1 0.1 -2.7
C -4.212 -0.359 7.703 0.0 0.0 2.6
O -4.783 -1.287 6.881 0.4 0.4 0.7
C -4.703 -0.774 5.564 -0.5 -0.4 -0.9
C -3.558 0.183 5.638 0.6 0.5 -0.9
O -3.581 0.615 6.985 -0.5 -0.6 0.8
H -4.527 -1.579 4.845 -0.1 0.0 0.2
H -5.648 -0.278 5.320 0.1 0.0 0.0
H -2.596 -0.300 5.437 -0.1 0.1 0.0
H -3.679 1.030 4.957 0.1 -0.1 0.3
O 0.539 0.936 -1.557 -1.6 -0.7 -1.4
C -0.314 0.531 -2.330 0.9 0.3 0.9
O -1.143 -0.524 -2.080 1.2 1.1 0.1
C -2.121 -0.529 -3.104 -1.4 -0.5 -0.1
C -1.449 0.196 -4.224 -0.5 -0.3 -1.2
O -0.562 1.074 -3.558 0.6 -0.1 1.3
H -2.392 -1.553 -3.375 0.2 0.7 0.3
H -3.013 -0.008 -2.744 0.1 0.1 0.0
H -0.867 -0.473 -4.867 -0.1 0.0 0.1
H -2.157 0.755 -4.842 0.3 0.1 0.1
O -1.680 -3.068 -4.137 -0.7 -2.6 0.9
C -2.073 -4.068 -3.560 0.8 1.3 -0.9
O -3.354 -4.259 -3.131 1.0 0.6 -0.4
C -3.455 -5.611 -2.725 -1.0 -0.7 0.3
C -2.043 -5.980 -2.405 0.3 -0.9 0.7
O -1.286 -5.143 -3.260 -0.5 1.1 -0.5
H -4.117 -5.708 -1.860 0.1 0.2 -0.2
H -3.864 -6.199 -3.553 0.1 0.1 0.1
H -1.777 -5.757 -1.366 0.0 0.0 -0.1
H -1.832 -7.033 -2.607 0.1 0.3 -0.1
O 5.476 3.463 -4.886 -2.3 -0.2 1.3
C 4.426 3.354 -4.275 2.2 0.0 -1.1
O 4.156 2.362 -3.377 0.5 0.7 -0.9
C 2.947 2.712 -2.729 -0.6 -0.6 1.0
C 2.281 3.619 -3.713 -1.2 0.1 0.1
O 3.368 4.207 -4.401 1.0 -0.3 -0.1
H 2.350 1.821 -2.514 0.3 0.2 0.0
H 3.184 3.218 -1.788 0.0 0.0 -0.1
H 1.661 3.074 -4.431 0.1 0.1 0.1
H 1.671 4.385 -3.225 0.2 0.0 -0.2
O -1.498 4.979 -6.294 2.3 1.5 0.1
C -0.482 5.653 -6.278 -2.1 -1.4 -0.1
O -0.388 6.919 -6.780 -0.3 -1.0 0.2
C 0.867 7.432 -6.371 0.4 1.0 0.0
C 1.679 6.200 -6.132 1.3 0.1 0.1
O 0.711 5.239 -5.758 -1.0 0.1 -0.2
H 1.297 8.070 -7.148 -0.2 -0.1 0.1
H 0.727 8.024 -5.460 0.0 -0.1 -0.1
H 2.190 5.854 -7.037 0.0 0.0 0.1
H 2.417 6.337 -5.337 -0.2 -0.2 -0.1
O 4.112 -1.599 5.209 -0.3 -2.9 1.1
C 3.814 -2.750 5.481 0.8 2.6 -0.5
O 3.959 -3.313 6.716 0.0 0.5 -0.8
C 3.299 -4.565 6.677 -0.3 -0.6 0.9
C 3.300 -4.908 5.222 -0.2 -1.0 -0.5
O 3.293 -3.643 4.589 0.3 0.6 0.5
H 3.834 -5.304 7.279 0.0 0.3 0.0
H 2.287 -4.444 7.077 0.1 0.0 -0.1
H 4.202 -5.450 4.921 -0.1 0.1 0.0
H 2.422 -5.492 4.932 0.1 0.2 -0.1

---

No. 6
62
Properties=species:S:1:pos:R:3:forces:R:3 method="wB97M-V/def2-TZVPD" homo_lumo_gap_ev=8.11 lumo_energy_ev=0.668 e_above_lowest_kcal_mol=613.86 total_charge=0 homo_energy_ha=-0.274
C 5.326 4.137 -2.638 -4.1 -4.0 1.7
C 6.263 3.761 -1.548 7.0 3.2 -8.4
H 6.952 2.869 -1.760 -0.7 1.2 -0.7
H 6.971 4.669 -1.477 -0.9 -1.4 0.5
C 5.654 3.407 -0.460 1.5 8.2 14.3
C 4.963 2.302 -0.388 -9.5 -5.2 -0.8
N 5.543 1.250 -0.229 5.7 -10.1 1.4
N 4.669 0.003 -0.358 -3.7 18.7 -1.3
C 3.483 0.582 -0.625 0.9 3.6 0.9
C 3.547 2.020 -0.613 6.7 -8.5 -0.1
H 3.002 2.763 -0.563 -6.5 6.4 -0.1
C 2.338 -0.255 -0.671 -4.8 4.0 -5.8
O 1.884 -1.093 -0.038 0.6 -7.2 7.7
N 1.345 0.066 -1.592 -0.8 3.6 -5.0
C 1.504 0.966 -2.800 -0.2 4.2 4.3
H 2.499 1.642 -2.677 -2.2 -2.3 -1.1
C 0.285 2.225 -2.648 3.1 -7.1 9.4
C -0.987 1.588 -2.563 2.4 -3.8 2.0
H -1.772 2.113 -2.290 -3.6 3.0 1.1
H -1.155 1.116 -3.428 -1.3 -1.7 -3.7
C -1.015 0.338 -1.525 -4.6 11.9 3.2
N -2.295 -0.042 -1.404 -5.2 -5.6 -2.3
C -3.350 0.586 -0.657 -1.0 1.1 -3.2
H -3.217 1.795 -0.865 -0.6 -3.1 1.3
C -3.237 0.061 0.767 -3.1 16.7 0.1
N -3.594 -1.135 1.032 0.5 1.0 -6.6
C -4.149 -1.455 2.052 -4.2 -7.3 13.0
C -4.527 -2.906 2.480 4.0 3.7 -13.2
C -5.120 -3.115 3.519 -5.4 -9.7 7.1
C -5.314 -2.336 4.618 0.9 -0.1 -0.7
C -4.717 -1.194 4.559 1.5 3.8 -4.6
C -4.139 -0.764 3.224 -0.7 3.0 3.5
H -3.803 0.320 3.321 -0.3 -1.6 -0.8
H -4.873 -0.394 5.202 0.3 1.0 1.6
H -5.710 -2.698 5.459 -1.9 -1.4 3.0
H -5.479 -4.317 3.758 0.9 3.3 -1.3
F -4.531 -3.838 1.239 0.0 1.7 3.5
C -2.549 -1.643 0.465 7.6 -12.9 -5.6
H -2.622 -2.921 0.541 0.3 3.2 0.0
C -2.438 -1.508 -1.071 -7.5 7.0 3.8
H -1.986 -2.062 -1.677 4.8 -4.9 -4.0
H -3.468 -1.642 -1.407 -0.4 -0.5 0.0
H -1.454 -1.508 0.658 -0.9 0.8 1.9
H -4.217 0.968 1.080 2.5 -2.6 0.3
H -2.283 0.657 1.147 -1.5 -2.0 0.2
H -4.544 0.234 -1.158 3.6 1.1 1.4
H -0.999 0.902 -0.524 2.4 -0.5 -0.5
C -0.134 -0.579 -1.778 12.0 -7.4 5.6
H 0.133 -1.513 -0.912 -1.6 2.6 -2.4
H 0.059 -1.010 -2.667 -0.6 -1.5 -3.4
H 0.482 2.797 -3.336 1.7 6.5 -7.1
H 0.569 2.591 -1.588 -0.3 0.2 -1.8
H 1.229 0.392 -3.628 0.5 -0.6 -1.9
C 4.831 -1.197 -0.208 8.1 -10.6 2.8
H 4.918 -1.647 -1.163 1.3 -1.3 -1.2
H 5.848 -1.237 0.532 -2.2 -0.8 -2.3
H 4.156 -1.838 0.228 -2.2 -0.5 1.8
H 6.559 3.464 0.521 -2.3 -0.9 -2.6
H 5.064 4.267 0.127 0.5 -1.3 -1.8
H 5.703 4.534 -3.448 2.7 1.3 -4.5
H 4.700 3.129 -2.948 1.1 2.8 0.6
H 4.668 4.973 -2.373 -0.4 -0.6 0.7